[1]
Below is C50H129F18N14O27S6 as an isolated structure at a distorted geometry, with properties calculated with ωB97M-V/def2-TZVPD.

## Properties
Net charge: -3
Multiplicity: 1
HOMO-LUMO gap in eV: 6.3
DFT total energy in eV: -243997.4313

```
244
Properties=species:S:1:pos:R:3:lowdin_charge:R:1
O 1.657 -12.986 -3.503 -0.359
C -4.295 -15.362 3.249 -0.552
H -3.032 -14.759 -7.567 0.078
H 0.203 -4.732 7.975 0.065
H -0.540 -5.628 -5.172 0.039
N -2.577 -12.694 8.219 0.031
C -8.454 -15.205 -1.053 -0.058
H 2.013 -6.644 -0.472 0.101
H -0.885 -14.570 1.960 -0.019
H -8.507 -18.884 6.634 0.060
H -7.653 -15.436 -0.351 0.073
H -1.542 -11.413 6.998 0.120
C -4.041 -6.389 1.726 -0.167
H -6.015 -9.039 2.248 0.054
H -0.412 -9.141 0.216 0.083
H -8.537 -17.388 7.452 0.065
H -3.081 -14.531 -2.158 -0.006
C -10.472 -11.253 0.260 -0.213
O -6.094 -14.334 1.354 -0.322
C -5.134 -7.432 1.413 -0.432
F -5.015 -18.407 0.513 0.075
H -10.464 -15.233 -2.640 0.066
H 1.445 -6.644 2.608 0.041
H -5.000 -17.399 8.007 0.066
H -1.902 -5.129 -2.657 0.116
O -3.508 -11.710 -0.745 -0.283
N 0.297 -5.726 7.827 -0.001
H -0.515 -7.790 -3.409 0.116
H -3.046 -16.474 -4.285 0.028
H -6.859 -19.039 8.220 0.127
C 1.602 -10.594 3.646 -0.359
N 4.119 -5.818 0.881 0.027
H 0.833 -5.126 -3.728 0.067
S -4.026 -11.923 0.612 0.742
C -2.612 -12.901 5.932 -0.059
H -5.225 -18.437 5.694 0.117
N -1.126 -6.392 -4.867 0.037
H -8.290 -17.837 -1.131 0.128
H -12.778 -10.050 0.228 0.080
H -3.914 -5.883 0.769 0.119
H -4.812 -8.228 0.741 0.117
N 0.287 -13.947 -1.423 -0.219
H -6.989 -19.059 -2.666 0.084
H -2.517 -8.300 -1.078 0.077
F -4.623 -16.293 0.200 0.120
H 3.068 -8.058 -0.438 0.134
H -5.582 -15.584 -4.660 0.122
O -3.526 -9.946 8.087 -0.196
H 0.672 -9.003 -1.219 0.089
H -5.644 -10.864 4.905 0.000
C 0.709 -6.142 -3.354 -0.082
H 1.662 -8.975 2.567 0.043
O 1.277 -12.295 5.206 -0.254
C 1.481 -10.918 5.196 -0.170
C -7.619 -18.728 -3.491 -0.079
H -4.156 -8.318 -1.629 0.091
O -8.919 -18.365 -3.049 -0.175
H -10.602 -11.690 -0.731 0.119
O -2.820 -18.763 1.648 -0.373
N 1.796 -9.162 3.550 0.045
C -8.559 -16.086 -2.276 -0.459
H -3.865 -10.346 6.115 0.107
H -2.081 -7.030 4.700 0.080
O -4.473 -14.558 -3.175 -0.191
H 1.111 -6.062 -2.344 0.050
H 1.452 -6.726 -3.897 0.088
H -4.249 -8.794 -4.553 0.104
O -2.558 -14.596 -1.358 -0.068
H -0.613 -8.194 7.141 0.111
H -8.188 -14.169 -1.263 0.050
N -3.679 -13.582 1.115 -0.276
C -1.767 -8.051 4.916 -0.049
C -5.068 -11.041 -3.678 -0.135
H -1.994 -8.727 4.091 0.091
H -9.157 -10.956 2.959 0.081
H -0.894 -6.757 2.638 0.075
O -0.022 -13.540 3.258 -0.033
C -1.714 -6.256 2.123 -0.102
C -5.707 -19.191 6.317 -0.172
H -6.531 -7.487 -3.141 0.061
O -2.780 -19.393 -1.119 -0.332
H -4.847 -21.288 4.760 0.076
H -7.156 -7.681 0.634 0.077
C -3.758 -10.901 7.047 -0.173
C -0.687 -6.715 -3.469 -0.370
C 0.058 -7.803 6.377 -0.178
H -2.193 -14.226 1.279 -0.079
F -3.382 -10.897 2.984 0.121
N -5.442 -8.274 2.573 0.058
C 1.098 -12.966 6.441 -0.070
O -6.513 -10.555 5.159 -0.051
S -2.915 -17.946 -1.161 0.576
S 1.661 -13.108 -0.634 0.718
H -4.397 -5.677 2.472 0.127
H 1.034 -8.689 4.015 0.025
C -6.112 -7.815 -5.194 -0.367
H 0.593 -10.380 5.526 0.097
F -0.023 -10.564 -3.287 0.084
C 3.291 -14.167 -1.139 -0.663
C -8.896 -17.507 -1.975 -0.255
H -4.953 -19.779 6.841 0.112
C -8.551 -11.011 2.055 -0.056
H 2.853 -5.902 3.251 0.072
H -1.439 -6.174 -1.354 0.085
C 2.324 -6.071 2.313 -0.073
H -4.781 -8.491 7.317 0.091
H -5.355 -20.059 3.761 0.085
O -2.875 -7.045 2.212 -0.209
C 0.334 -8.532 -0.295 -0.093
O 1.435 -13.291 0.790 -0.334
H -4.119 -10.608 -3.362 0.063
H -1.781 -13.600 6.034 0.081
H 1.270 -5.938 4.724 0.031
N -9.604 -15.528 -3.080 0.037
O -0.341 -8.064 5.053 -0.241
H -0.173 -7.600 -0.543 0.052
H 0.263 -12.493 6.956 0.072
C -3.858 -14.599 -6.875 -0.068
H -6.158 -6.293 -0.005 0.070
N -2.946 -16.128 -5.228 0.065
N -6.291 -6.987 -3.985 0.012
H -2.586 -12.390 4.970 0.069
H 3.723 -10.597 3.218 0.066
H -5.814 -16.588 6.884 0.064
H -4.284 -13.600 -6.970 0.066
O -3.025 -6.825 -2.473 -0.210
H -7.758 -19.444 -4.301 0.088
F -1.729 -11.608 1.960 0.143
O -1.316 -14.569 1.105 -0.088
H -6.356 -5.832 -6.199 0.064
H -2.904 -14.094 -5.036 0.131
H -9.377 -15.350 -0.492 0.092
S -4.922 -13.883 2.104 0.635
C -5.756 -20.741 4.511 -0.087
O -5.201 -12.814 3.050 -0.354
C -6.563 -18.388 7.396 -0.418
H -2.056 -6.001 -4.818 0.044
H 1.336 -4.554 5.802 0.065
C -5.219 -9.095 -4.946 -0.142
F 2.908 -14.965 -2.083 0.154
N -5.934 -17.141 7.721 0.020
C -4.841 -14.796 -4.527 -0.180
H -7.601 -15.950 -2.777 0.105
H -3.520 -13.490 5.799 0.075
H -2.623 -11.966 8.918 0.058
H -7.224 -11.888 0.280 0.015
C -9.147 -11.769 0.901 -0.424
C -3.586 -14.856 -5.413 -0.449
H -7.061 -8.191 -5.577 0.126
O 1.346 -8.265 0.634 -0.212
C 0.095 -6.217 6.494 -0.380
H -6.969 -6.177 1.487 0.071
H 0.621 -10.873 3.261 0.127
H 2.973 -12.202 3.244 0.073
H -2.830 -8.861 -2.722 0.078
C -5.549 -14.492 -2.231 -0.082
C 3.211 -6.803 1.316 -0.454
H -2.999 -14.018 -0.736 -0.039
C -1.756 -6.177 -2.397 -0.161
C -3.134 -8.141 -1.962 -0.077
N -1.850 -17.081 -0.357 -0.228
H -7.889 -17.469 5.787 0.081
F -4.279 -16.535 2.550 0.104
C -4.639 -17.472 -0.394 -0.606
H 0.976 -14.026 6.215 0.099
F 4.282 -13.338 -1.404 0.134
O -1.024 -17.192 2.165 -0.328
H -8.208 -10.041 1.694 0.069
C 2.840 -11.167 2.928 -0.038
H -4.922 -11.693 -4.540 0.084
H -5.926 -15.466 -1.919 0.055
F 0.155 -19.168 -0.618 0.146
H -5.238 -14.019 -1.300 0.077
O -11.583 -11.464 1.080 -0.177
C -12.385 -10.286 1.216 -0.116
H -7.642 -11.543 2.335 0.064
F -5.579 -17.557 -1.351 0.086
F -1.843 -11.677 -3.101 0.082
C -0.603 -11.528 -2.538 -0.586
F -0.988 -20.572 0.435 0.147
F -3.039 -15.090 3.541 0.141
F 0.693 -19.633 1.393 0.090
C -2.540 -11.850 7.032 -0.411
H -10.172 -10.211 0.149 0.114
O -2.867 -17.315 -2.481 -0.325
H -5.672 -6.913 -7.197 0.058
H -7.073 -17.854 -3.845 0.077
H -4.700 -15.261 -7.077 0.069
H -5.355 -13.894 -4.858 0.098
O -6.531 -20.171 5.622 -0.201
H -1.519 -6.146 1.056 0.075
H -9.934 -17.538 -1.644 0.129
H -5.028 -9.487 -5.945 0.117
H -3.452 -16.777 -5.814 0.056
H -4.680 -6.253 -5.885 0.063
H -5.494 -9.508 8.402 0.081
H -4.286 -8.473 9.124 0.091
O 2.001 -11.734 -1.104 -0.389
H -9.269 -12.781 1.288 0.130
N -8.128 -11.816 -0.165 0.067
F -4.998 -15.416 4.423 0.089
C 2.434 -7.415 0.173 -0.143
H 3.921 -4.948 1.356 0.055
F -0.596 -11.235 -1.229 0.096
F -2.656 -9.759 1.201 0.136
H -6.416 -21.427 3.980 0.078
H -3.441 -13.216 8.172 0.071
O -5.400 -11.469 0.788 -0.336
O -0.570 -13.997 -3.639 -0.334
H 0.988 -8.315 6.623 0.122
H -0.620 -12.807 3.107 0.008
C 1.406 -5.641 5.764 -0.047
H 1.905 -5.138 1.937 0.087
H -0.376 -6.182 8.426 0.060
H 3.812 -7.583 1.782 0.142
H -5.391 -6.646 -3.681 0.045
H -6.822 -11.203 5.793 0.031
S -1.606 -18.069 1.153 0.743
H -9.939 -16.250 -3.702 0.059
C -4.526 -9.039 8.224 -0.162
H -2.265 -8.462 5.794 0.082
H 4.996 -6.054 1.323 0.071
O -5.898 -10.029 -4.038 -0.169
F 3.645 -14.895 -0.055 0.095
S 0.340 -13.176 -2.844 0.582
C -0.360 -19.454 0.551 -0.699
H -5.472 -11.674 -2.888 0.089
H -8.236 -12.695 -0.651 0.023
C -6.438 -6.893 0.861 -0.058
H 2.838 -11.239 1.841 0.064
H 0.306 -13.403 4.147 0.005
H -0.799 -5.769 6.060 0.122
H -4.697 -11.433 7.201 0.123
H 2.070 -12.952 6.934 0.085
H -13.271 -10.507 1.812 0.072
C -7.931 -17.967 6.755 -0.076
H -11.928 -9.436 1.723 0.084
C -2.865 -10.940 1.774 -0.650
H -6.394 -13.896 -2.576 0.087
H 2.289 -10.668 5.883 0.123
H -4.578 -8.712 2.859 0.040
C -5.657 -6.666 -6.136 -0.088
H -1.785 -5.252 2.542 0.088
H 2.339 -6.079 6.120 0.081
```



[2]
Below is C20H28N2O3 in the gas phase, with properties calculated with ωB97M-V/def2-TZVPD.

## Properties
Net charge: 0
Multiplicity: 1
HOMO-LUMO gap in eV: 8.8
Relative energy (zero: lowest compared OMol25 entry of this formula, charge and spin) in eV: 0.933
DFT total energy in eV: -30318.1825
SMILES: CCCCOc1ccc(NC(=O)C(=O)NCCC2=CCCCC2)cc1

```
53
Properties=species:S:1:pos:R:3:lowdin_charge:R:1
H 7.082 1.764 -0.614 0.057
C -4.823 -0.891 -0.923 -0.064
H 7.098 -1.978 -1.309 0.127
H 3.146 -2.665 0.314 0.120
H -4.560 1.563 -1.817 0.120
H 7.107 2.638 0.913 0.072
O 5.315 -1.713 -0.459 -0.043
H -3.829 3.174 -0.092 0.123
C -6.511 -2.419 0.115 -0.204
H 7.276 -1.632 1.176 0.115
C 7.448 1.737 0.409 -0.108
C -5.083 1.570 -0.859 -0.133
H 2.775 2.066 -0.960 0.116
H -6.618 0.846 1.202 0.111
N -2.964 1.373 0.354 0.086
H 4.923 0.953 -1.109 0.095
C 2.851 1.025 -0.678 -0.013
O -1.067 -0.504 0.495 0.068
C 3.048 -1.627 0.040 0.009
H -3.982 -0.764 -1.592 0.114
H -5.854 -1.370 1.870 0.118
H -7.291 -2.317 -0.642 0.116
C 4.190 -0.953 -0.402 -0.272
C 1.719 0.349 -0.240 -0.221
C 6.958 0.498 1.150 -0.257
H 6.496 -0.321 -1.464 0.109
H 7.371 0.513 2.161 0.106
H 8.440 -0.737 0.194 0.113
H -4.667 2.232 1.167 0.121
H -5.097 -2.938 -1.437 0.111
N 0.509 1.042 -0.182 0.143
H -6.620 -3.400 0.581 0.108
H 0.526 2.026 -0.446 0.142
C -0.720 0.613 0.148 -0.374
H -7.579 0.181 -0.112 0.125
C 4.074 0.387 -0.762 -0.022
H -3.077 0.388 0.570 0.129
C 7.386 -0.805 0.472 -0.174
H 0.956 -1.525 0.461 0.102
C 6.581 -1.169 -0.781 -0.191
C -1.733 1.759 0.018 -0.403
H 8.536 1.753 0.377 0.073
C -5.487 0.170 -0.480 -0.267
C -6.654 0.046 0.459 -0.158
H -4.364 -2.663 0.136 0.117
C -5.141 -2.305 -0.547 -0.190
C -6.675 -1.314 1.152 -0.198
H -5.966 2.206 -0.949 0.118
H 5.870 0.522 1.242 0.097
C 1.829 -0.993 0.121 0.001
O -1.388 2.873 -0.342 0.059
H -7.611 -1.439 1.699 0.108
C -4.151 2.173 0.204 -0.154
```



[3]
Below is a 2-piece molecular cluster, C4H6Cl2F2 overall at a distorted geometry, with properties calculated with ωB97M-V/def2-TZVPD.

## Properties
Net charge: 0
Multiplicity: 1
HOMO-LUMO gap (alpha / beta) in eV: 7.8 / 9.0
Relative energy (zero: lowest compared OMol25 entry of this formula, charge and spin) in eV: 4.012
DFT total energy in eV: -34721.2776

```
14
Properties=species:S:1:pos:R:3:lowdin_charge:R:1
C -1.144 -0.226 -1.117 0.009
H -0.651 0.561 -1.795 0.112
F -2.231 0.986 0.532 0.034
Cl 0.917 1.940 0.206 0.614
H -2.174 -0.367 -1.416 0.087
H 0.210 0.495 1.954 0.044
H 1.768 -1.143 1.116 0.003
Cl 3.281 0.161 0.031 0.541
H -0.623 -1.079 -1.222 0.025
C -1.186 0.084 0.403 -0.663
F -1.634 -0.965 1.119 0.090
C 0.081 0.578 0.944 -0.413
C 2.282 -1.180 0.128 -0.502
H 1.966 -1.670 -0.797 0.019
```